Entry 1:
The following is a DFT calculation (ωB97M-V/def2-TZVPD) of the molecule CH3N5O2.

Properties
Maximum force ... 0.072 hartree/bohr
Energy relative to the best compared isomer or geometry (same formula, charge and spin) ... 238.1 kJ/mol
Lowest unoccupied orbital energy ... -0.30 eV
Structure (SMILES) ... N/N=c1\nnon1O

Structure (ORCA input):
```
! wB97M-V def2-TZVPD RIJCOSX def2/J DEFGRID3
* xyz 0 1
N -1.152 -0.336 -1.907
N -0.653 0.568 -1.057
C 0.100 0.166 -0.124
N 0.473 -1.188 -0.012
N 1.251 -1.380 0.880
O 1.745 -0.064 1.471
N 0.791 0.880 0.894
O -0.302 0.950 1.865
H -0.847 -1.261 -1.731
H -1.620 0.149 -2.709
H 0.214 1.516 2.432
*
```

=====

Entry 2:
The following is a DFT calculation (ωB97M-V/def2-TZVPD) of a structure of composition C56H78BGeN6O6S2SbSc.

Properties
Maximum force ... 0.015 hartree/bohr
Energy relative to the best compared isomer or geometry (same formula, charge and spin) ... 240.4 kJ/mol
Lowest unoccupied orbital energy ... -2.09 eV

Structure (ORCA input):
```
! wB97M-V def2-TZVPD RIJCOSX def2/J DEFGRID3
* xyz 1 1
Sc 0.246 -0.067 0.532
C -1.651 -4.614 3.032
C -0.560 -3.896 2.315
C 0.714 -4.350 2.081
C 1.359 -3.344 1.367
N 0.512 -2.305 1.167
N -0.667 -2.670 1.773
B -1.855 -1.734 2.074
N -2.572 -1.108 0.864
N -2.024 -0.240 -0.052
C -3.064 0.197 -0.805
C -4.241 -0.418 -0.383
C -3.902 -1.216 0.680
C -4.818 -2.075 1.479
C -3.095 1.299 -1.842
C -1.832 1.406 -2.682
C -4.283 1.085 -2.785
C -3.320 2.609 -1.079
N -1.371 -0.660 3.070
N -0.223 0.057 2.854
C 0.112 0.593 4.040
C -0.849 0.258 4.997
C -1.768 -0.536 4.351
C -2.995 -1.164 4.916
C 1.326 1.437 4.348
C 0.868 2.885 4.567
C 2.357 1.370 3.237
C 1.970 0.924 5.645
C 2.778 -3.469 0.865
C 2.766 -3.335 -0.652
C 3.327 -4.860 1.203
C 3.697 -2.444 1.536
H -1.335 -5.638 3.218
H -2.569 -4.638 2.448
H -1.874 -4.151 3.993
H 1.111 -5.299 2.382
H -2.670 -2.390 2.621
H -5.227 -0.290 -0.786
H -5.824 -1.977 1.078
H -4.837 -1.786 2.528
H -4.531 -3.124 1.429
H -1.926 0.844 -3.610
H -0.987 1.012 -2.138
H -1.635 2.447 -2.941
H -4.249 0.098 -3.245
H -4.241 1.830 -3.580
H -5.240 1.203 -2.279
H -2.458 2.829 -0.456
H -4.195 2.548 -0.431
H -3.470 3.423 -1.788
H -0.866 0.540 6.033
H -3.073 -0.905 5.970
H -2.978 -2.248 4.831
H -3.891 -0.803 4.412
H 0.374 3.284 3.678
H 1.722 3.523 4.797
H 0.158 2.946 5.391
H 1.962 1.782 2.311
H 2.669 0.344 3.044
H 3.238 1.954 3.507
H 1.316 1.056 6.505
H 2.887 1.482 5.838
H 2.224 -0.132 5.566
H 2.107 -4.089 -1.087
H 3.769 -3.488 -1.056
H 2.432 -2.350 -0.957
H 2.747 -5.650 0.727
H 3.345 -5.038 2.278
H 4.351 -4.931 0.838
H 3.321 -1.434 1.444
H 4.691 -2.487 1.091
H 3.795 -2.667 2.599
O 4.511 1.012 0.055
S 3.226 0.744 -0.494
O 2.587 2.135 -1.022
O 2.221 0.294 0.503
C 3.092 -0.204 -1.846
C 4.228 -0.545 -2.615
C 4.092 -0.846 -3.934
C 2.813 -0.681 -4.527
C 1.711 -0.323 -3.826
C 1.752 -0.065 -2.388
S 1.377 1.950 -2.268
O 1.938 2.406 -3.523
O 0.020 1.880 0.310
O 0.672 -0.714 -1.594
H 5.190 -0.562 -2.122
H 4.940 -1.140 -4.532
H 2.712 -0.830 -5.594
H 0.781 -0.130 -4.343
C 0.624 6.430 -3.550
C 1.790 6.066 -2.893
C 1.730 5.276 -1.756
C 0.493 4.855 -1.285
C -0.680 5.221 -1.936
C -0.609 6.012 -3.073
Sb 0.392 3.722 0.471
C -1.341 4.314 1.486
C -1.809 5.621 1.420
C -2.964 5.972 2.105
C -3.641 5.021 2.854
C -3.171 3.717 2.921
C -2.022 3.358 2.235
C 2.026 4.426 1.601
C 1.708 5.439 2.502
C 2.720 6.084 3.197
C 4.041 5.717 2.997
C 4.355 4.709 2.096
C 3.351 4.064 1.389
H 0.677 7.042 -4.439
H 2.749 6.390 -3.271
H 2.645 4.989 -1.253
H -1.642 4.896 -1.564
H -1.517 6.302 -3.584
H -1.287 6.368 0.835
H -3.334 6.985 2.052
H -4.541 5.297 3.386
H -3.700 2.978 3.506
H -1.663 2.333 2.275
H 0.678 5.720 2.684
H 2.473 6.867 3.901
H 4.828 6.217 3.544
H 5.384 4.420 1.939
H 3.620 3.284 0.695
C -2.122 -6.152 -2.565
C -0.855 -5.830 -1.786
C -0.981 -4.606 -0.879
C -1.368 -3.274 -1.523
Ge -0.137 -2.170 -2.593
C 1.209 -3.209 -3.589
C 0.911 -3.250 -5.089
C -0.343 -4.052 -5.420
C -0.770 -3.889 -6.872
H -2.021 -7.092 -3.106
H -2.362 -5.384 -3.296
H -2.976 -6.247 -1.892
H -0.012 -5.731 -2.471
H -0.610 -6.683 -1.148
H -0.059 -4.487 -0.299
H -1.764 -4.845 -0.149
H -1.808 -2.628 -0.776
H -2.165 -3.427 -2.260
H -1.055 -1.395 -3.551
H 1.155 -4.225 -3.199
H 2.213 -2.840 -3.374
H 1.763 -3.701 -5.604
H 0.811 -2.242 -5.496
H -1.167 -3.742 -4.766
H -0.164 -5.108 -5.200
H -1.041 -2.854 -7.083
H -1.629 -4.515 -7.111
H 0.039 -4.163 -7.549
*
```